Record 1
C8H14NO2 | the ωB97M-V functional and the def2-TZVPD basis

Properties
Largest force on an atom   3.9 eV/A
HOMO-LUMO gap   0.2816 hartree
E   -518.1174 Eh
Relative energy (zero: lowest compared OMol25 entry of this formula, charge and spin)   58.6 kcal per mole

ORCA input file:
```
! wB97M-V def2-TZVPD RIJCOSX def2/J DEFGRID3
* xyz 1 1
C -0.53567 -0.89089 2.13803
C -1.73152 -1.42114 1.67109
C 1.61444 -0.48830 1.07884
C 0.30080 0.16806 1.52891
C -2.47291 -0.80252 0.70625
C 0.54841 0.22887 -0.87269
C -0.21227 -0.80287 -1.79283
C 1.11168 1.30527 -1.82911
N -0.26149 0.79042 0.34140
O 1.63343 -0.45022 -0.29700
O -3.59798 -1.20917 0.28177
H -0.13589 -1.17957 3.14520
H -2.19086 -2.34960 2.09153
H 2.42729 0.16165 1.54630
H 1.64370 -1.64572 1.27602
H 0.49377 0.84754 2.34626
H -2.05864 0.15271 0.37704
H -0.92167 -0.15775 -2.21357
H -0.73846 -1.60176 -1.17994
H 0.40855 -1.27581 -2.49877
H 2.15567 1.58455 -1.66768
H 0.44963 2.21936 -1.77027
H 1.04780 1.00243 -2.88502
H -0.08583 1.81930 0.41831
H -3.86424 -2.09461 0.64767
*
```

Electronic structure analysis, Löwdin charges in units of e: 0.0894 -0.0166 -0.1368 -0.3064 -0.1312 -0.4883 0.0158 0.0015 0.0569 -0.0708 0.1948 0.1632 0.1480 0.1579 0.1737 0.1599 0.1305 0.0678 0.0961 0.0790 0.0938 0.1027 0.0881 0.1506 0.1806

Record 2
CH3Br2N | the ωB97M-V functional and the def2-TZVPD basis

Properties
Largest force on an atom   4.6 eV/A
⟨S²⟩   2.03
HOMO-LUMO gap (spin up / spin down)   0.2827 / 0.3140 hartree
E   -5242.4660 Eh
Relative energy (zero: lowest compared OMol25 entry of this formula, charge and spin)   23.7 kcal per mole

ORCA input file:
```
! wB97M-V def2-TZVPD RIJCOSX def2/J DEFGRID3
* xyz 0 3
C 1.37457 0.25010 0.11848
N -2.36043 -0.81022 -0.55701
Br -3.22436 0.71782 0.09842
Br -0.73180 -1.00428 0.14960
H 1.68845 0.07657 1.10347
H 1.15988 1.13904 -0.38286
H 2.09369 -0.36902 -0.53009
*
```

Electronic structure analysis, Löwdin charges in units of e: -0.1880 -0.9796 0.4870 0.7211 -0.0378 -0.0295 0.0268

Record 3
C4H6N2O | the ωB97M-V functional and the def2-TZVPD basis

Properties
SMILES string   CO[C@@H]1C=NC=N1
Largest force on an atom   0.5 eV/A
HOMO-LUMO gap   0.3745 hartree
E   -340.7122 Eh
Relative energy (zero: lowest compared OMol25 entry of this formula, charge and spin)   51.9 kcal per mole

ORCA input file:
```
! wB97M-V def2-TZVPD RIJCOSX def2/J DEFGRID3
* xyz 0 1
C 1.02636 -1.64250 -0.61692
O 1.27077 -0.62314 0.32980
C 0.39741 0.44739 0.35773
C -0.82514 0.42163 1.24682
N -1.75749 1.15445 0.75982
C -1.24887 1.51220 -0.52809
N -0.11186 1.03838 -0.87920
H 0.06876 -2.15437 -0.44837
H 1.84056 -2.36130 -0.49220
H 1.05462 -1.23335 -1.63072
H -0.89677 -0.05390 2.22045
H -1.81693 2.22689 -1.11928
H 0.99856 1.26763 0.80017
*
```

Electronic structure analysis, Löwdin charges in units of e: -0.0894 -0.1288 -0.3967 -0.0677 0.0839 -0.1959 0.1188 0.0922 0.0908 0.0846 0.1206 0.1106 0.1769

Record 4
C35H33N2O10 | the ωB97M-V functional and the def2-TZVPD basis

Properties
Largest force on an atom   0.5 eV/A
HOMO-LUMO gap   0.2856 hartree
E   -2215.0245 Eh

ORCA input file:
```
! wB97M-V def2-TZVPD RIJCOSX def2/J DEFGRID3
* xyz 1 1
N -5.61333 -0.23753 -1.30725
C -4.37460 -0.03482 -0.58402
C -4.60592 -0.28084 0.90804
C -4.29960 -1.66822 1.50191
C -3.05179 -1.44893 2.35853
C -3.34735 -0.08525 2.95997
N -3.71170 0.67518 1.71608
H -6.19423 0.59060 -1.32796
H -5.46041 -0.54422 -2.25774
H -3.97241 0.98431 -0.66211
H -3.62837 -0.72336 -0.97943
H -5.63683 0.00400 1.11225
H -4.20672 -2.42895 0.73556
H -5.10854 -1.92467 2.18301
H -2.15016 -1.37134 1.74409
H -2.88207 -2.19806 3.12448
H -4.23130 -0.10976 3.59592
H -2.53411 0.39442 3.49761
H -4.18240 1.56263 1.87884
H -2.84415 0.84879 1.19766
C -0.46404 2.30951 -2.23604
C -0.22520 2.64611 -3.50164
C -1.15180 3.54364 -4.24027
O -0.94872 3.85500 -5.39052
C -2.34933 4.05123 -3.51262
C -2.58008 3.70705 -2.24884
C -1.65545 2.80677 -1.52190
O -1.88012 2.48771 -0.36328
H 0.19971 1.65786 -1.68162
H 0.64494 2.27557 -4.02750
H -3.00445 4.70791 -4.07061
H -3.43849 4.06525 -1.69405
C 1.13439 -0.88383 5.25919
C 0.40435 -1.58465 4.39662
C -0.33982 -2.79882 4.82244
O -1.01444 -3.42566 4.02864
C -0.23298 -3.21104 6.24170
C 0.49497 -2.50902 7.10532
C 1.23415 -1.29181 6.68888
O 1.89450 -0.64878 7.47241
H 1.69262 0.00016 4.97735
H 0.32659 -1.31959 3.34865
H -0.78142 -4.09666 6.53677
H 0.57162 -2.78930 8.14662
C 4.78050 0.99555 -3.64956
C 5.96195 1.17317 -4.23328
C 6.05933 1.64939 -5.63994
O 7.13455 1.80679 -6.17271
C 4.79023 1.91930 -6.36193
C 3.60857 1.74191 -5.77845
C 3.51876 1.26773 -4.37885
O 2.43954 1.10545 -3.83680
H 4.67825 0.64873 -2.62924
H 6.90061 0.98350 -3.72858
H 4.87780 2.26256 -7.38384
H 2.67666 1.92981 -6.29570
C 3.90237 2.15571 -10.71419
C 4.01252 2.49067 -11.99628
C 3.01174 3.37548 -12.65050
O 3.10985 3.67896 -13.81726
C 1.88572 3.87157 -11.81557
C 1.77742 3.53541 -10.53366
C 2.77767 2.65333 -9.88512
O 2.67759 2.35007 -8.71251
H 4.61637 1.51130 -10.21662
H 4.82221 2.14337 -12.62516
H 1.17231 4.51426 -12.31531
H 0.96891 3.88168 -9.90248
C 0.97232 -4.54679 10.53225
C 1.51786 -4.68579 11.73678
C 0.69945 -5.08148 12.91493
O 1.19759 -5.20469 14.00987
C -0.75007 -5.32079 12.69076
C -1.29242 -5.18076 11.48485
C -0.47642 -4.77848 10.31260
O -0.98685 -4.65128 9.21645
H 1.55817 -4.27001 9.66460
H 2.57170 -4.52417 11.92394
H -1.32363 -5.61186 13.56140
H -2.34467 -5.34818 11.29395
*
```

Electronic structure analysis, Löwdin charges in units of e: 0.0212 -0.2336 -0.2274 -0.1046 -0.1499 -0.1020 0.0953 0.0809 0.0800 0.0965 0.1326 0.1507 0.1284 0.1242 0.1274 0.1062 0.1401 0.1333 0.1855 0.1475 0.0240 0.0435 -0.3669 0.1334 0.0357 0.0114 -0.3852 0.0387 0.1227 0.0933 0.1271 0.1188 0.0258 0.0063 -0.3805 0.0820 0.0311 0.0303 -0.3772 0.1235 0.1236 0.1137 0.1185 0.0963 0.0173 0.0281 -0.3769 0.1199 0.0299 0.0247 -0.3659 0.0670 0.1194 0.1242 0.1076 0.1072 0.0209 0.0288 -0.3812 0.1202 0.0271 0.0216 -0.3708 0.0834 0.1213 0.1253 0.1243 0.1222 0.0149 0.0316 -0.3802 0.1228 0.0280 0.0206 -0.3772 0.0857 0.1126 0.1261 0.1253 0.1223

Record 5
C30H50 | the ωB97M-V functional and the def2-TZVPD basis

Properties
SMILES string   CC(C)=CCC/C(C)=C/CC/C(C)=C/CC/C=C(\C)CC/C=C(\C)CCC=C(C)C
Largest force on an atom   0.4 eV/A
HOMO-LUMO gap   0.3352 hartree
E   -1173.0213 Eh
Relative energy (zero: lowest compared OMol25 entry of this formula, charge and spin)   7.8 kcal per mole

ORCA input file:
```
! wB97M-V def2-TZVPD RIJCOSX def2/J DEFGRID3
* xyz 0 1
C 4.78573 3.06189 -6.45275
C 3.63617 3.84552 -5.89228
C 3.28867 3.86394 -4.61048
C 3.95133 3.12084 -3.49087
H 5.03371 3.09241 -3.63576
H 3.75180 3.63970 -2.55154
C 3.43610 1.67303 -3.36577
C 1.95705 1.62909 -3.07237
C 1.52521 1.79241 -1.82742
C 0.11669 1.78180 -1.32527
H -0.59861 1.77918 -2.14755
H -0.05733 2.68289 -0.73101
C -0.14075 0.54420 -0.44447
C 0.70539 0.55853 0.79854
C 1.73484 -0.26882 0.93722
C 2.69630 -0.31491 2.08187
H 2.40272 0.38950 2.85853
H 3.68652 -0.01927 1.71722
C 2.80515 -1.72607 2.68538
C 1.49350 -2.20069 3.23829
C 0.96160 -1.87336 4.41013
C -0.39056 -2.40083 4.81641
H -0.46567 -2.41356 5.90614
H -0.51914 -3.42123 4.45164
C -1.53527 -1.53760 4.24922
C -1.62344 -1.66068 2.75873
C -2.25618 -2.61156 2.07922
C -2.23949 -2.59726 0.57234
H -1.27903 -2.21251 0.22400
H -2.36456 -3.61185 0.18902
C -3.35521 -1.70252 -0.00218
C -4.71826 -2.27661 0.22527
C -5.62192 -1.84597 1.09744
C -6.96718 -2.49868 1.22100
H -7.09391 -2.91626 2.22033
H -7.75639 -1.76275 1.06808
H -7.08954 -3.29701 0.49306
C -5.39690 -0.67982 2.01976
H -5.55080 0.26011 1.48845
H -4.38641 -0.68540 2.42049
H -6.09874 -0.71473 2.84955
H -4.95498 -3.13347 -0.39441
H -3.19422 -1.60480 -1.07975
H -3.27629 -0.71133 0.44332
C -3.02406 -3.73980 2.69766
H -3.19456 -3.58756 3.75904
H -3.98468 -3.85214 2.19779
H -2.47076 -4.67162 2.57209
H -1.07203 -0.91585 2.20204
H -2.47098 -1.85065 4.71805
H -1.36206 -0.49328 4.51810
C 1.60255 -0.96032 5.41285
H 2.56820 -0.59495 5.07918
H 1.73785 -1.48385 6.36002
H 0.95529 -0.10357 5.60258
H 0.92559 -2.85139 2.58669
H 3.56840 -1.71566 3.46743
H 3.13594 -2.41780 1.90799
H 1.93862 -0.98614 0.15141
C 0.33415 1.59629 1.82306
H 1.02279 2.44089 1.78465
H -0.67136 1.96986 1.64168
H 0.36873 1.18200 2.82863
H 0.07328 -0.35003 -1.03316
H -1.19869 0.52746 -0.16903
H 2.26341 1.92051 -1.04463
C 1.09027 1.41744 -4.27655
H 0.03630 1.56243 -4.06153
H 1.22665 0.40244 -4.65201
H 1.38544 2.10675 -5.06632
H 3.64392 1.14298 -4.29637
H 3.98764 1.18370 -2.55965
H 2.42431 4.44710 -4.31924
C 2.86739 4.62240 -6.92186
H 2.51487 3.95850 -7.71133
H 2.01076 5.12475 -6.47971
H 3.50840 5.37262 -7.38506
H 5.37334 3.68668 -7.12448
H 4.41067 2.21760 -7.03252
H 5.43667 2.67673 -5.67429
*
```

Electronic structure analysis, Löwdin charges in units of e: -0.0549 -0.3636 -0.1021 -0.1869 0.1017 0.1087 -0.1639 -0.2971 -0.0760 -0.1750 0.0984 0.1114 -0.1730 -0.3264 -0.0862 -0.1868 0.0965 0.1155 -0.1923 -0.0745 -0.3048 -0.1604 0.1107 0.1151 -0.1777 -0.0874 -0.3000 -0.1541 0.1000 0.1161 -0.1868 -0.1079 -0.3582 -0.0705 0.0788 0.0801 0.0724 -0.0482 0.0873 0.0632 0.0749 0.1119 0.1122 0.0962 -0.0336 0.0703 0.0708 0.0883 0.0953 0.1016 0.1064 -0.0446 0.0653 0.0830 0.0826 0.1117 0.1051 0.1077 0.1190 -0.0457 0.0889 0.0805 0.0672 0.1152 0.1012 0.1150 -0.0370 0.0652 0.0876 0.0700 0.1114 0.1123 0.1123 -0.0703 0.0786 0.0733 0.0784 0.0795 0.0858 0.0654

Record 6
C38H55N9 | the ωB97M-V functional and the def2-TZVPD basis

Properties
Largest force on an atom   4.2 eV/A
⟨S²⟩   0.75
HOMO-LUMO gap (spin up / spin down)   0.0564 / 0.3001 hartree
E   -1973.5418 Eh

ORCA input file:
```
! wB97M-V def2-TZVPD RIJCOSX def2/J DEFGRID3
* xyz -1 2
N 3.21828 -4.78679 2.99811
C 2.13642 -4.90558 2.17774
C 1.81531 -6.20397 1.93040
C 2.70176 -6.89957 2.82460
C 3.49698 -6.03400 3.53991
H 3.62918 -3.91821 3.30926
H 1.63843 -4.11150 1.64123
H 1.06964 -6.63308 1.27752
H 2.60276 -7.96673 2.95798
H 4.09229 -6.15060 4.43346
N -4.51694 4.64579 0.64678
C -4.22902 5.82320 1.25426
C -2.87825 5.80497 1.64452
C -2.43890 4.49831 1.31661
C -3.43545 3.81173 0.62718
H -5.43754 4.47243 0.26925
H -4.98252 6.58675 1.37926
H -2.34580 6.57109 2.18852
H -1.47989 4.08835 1.59703
H -3.52676 2.83910 0.16669
N 0.42686 1.23916 -4.54032
C 0.04713 2.29760 -3.79242
C -1.01992 1.93704 -2.97147
C -1.30699 0.62158 -3.25298
C -0.34214 0.16561 -4.15054
H 1.17162 1.18783 -5.22062
H 0.57568 3.23414 -3.89206
H -1.68599 2.51575 -2.34869
H -1.98635 -0.01218 -2.70232
H -0.21940 -0.85090 -4.49410
N 7.15631 1.37047 -2.36396
C 6.15665 1.21515 -1.43178
C 6.81770 0.64466 -0.40456
C 8.23522 0.75640 -0.61858
C 8.36780 1.05537 -1.88000
H 7.03210 1.65657 -3.32460
H 5.12234 1.51596 -1.51003
H 6.33575 0.42300 0.53619
H 9.05081 0.48275 0.03436
H 9.20075 1.20273 -2.55148
N -0.79061 -2.06609 -0.36401
C -1.08448 -3.09108 0.52216
C -1.32511 -4.24250 -0.24062
C -1.03904 -3.92566 -1.52182
C -0.80588 -2.56081 -1.62399
H -0.54720 -1.13040 -0.07185
H -1.15381 -2.85496 1.57375
H -1.54276 -5.18938 0.23101
H -1.07919 -4.64422 -2.32709
H -0.63742 -1.83759 -2.40819
N 2.31490 -2.55521 -5.07001
C 2.65988 -1.72928 -3.98113
C 3.84718 -1.10168 -4.35353
C 4.15891 -1.62064 -5.61351
C 3.14761 -2.44282 -6.08912
H 1.48704 -3.13373 -5.06084
H 2.12088 -1.63352 -3.05016
H 4.33661 -0.37912 -3.71731
H 4.99923 -1.29551 -6.20895
H 3.03213 -2.87682 -7.07132
N -5.59498 4.20396 -2.40217
C -4.67762 3.21058 -2.49878
C -5.09241 2.13157 -1.79586
C -6.30521 2.61114 -1.20657
C -6.64475 3.87809 -1.64931
H -5.49522 5.12946 -2.79410
H -3.81359 3.48439 -3.08603
H -4.57319 1.19176 -1.67929
H -7.00200 2.02637 -0.62440
H -7.51655 4.50760 -1.54891
N -2.72403 0.52610 5.32535
C -3.58380 -0.56621 5.34541
C -3.12551 -1.30784 6.46130
C -1.89902 -0.72714 6.97781
C -1.77054 0.48814 6.32406
H -2.97430 1.34030 4.78265
H -4.45994 -0.53424 4.71473
H -3.82496 -1.98064 6.93511
H -1.34618 -0.97814 7.87099
H -1.02024 1.25559 6.44436
C 0.36214 -0.81962 3.05788
C 0.50398 0.58961 2.27277
N -0.01234 0.31558 0.96234
C -1.30753 0.97046 0.59507
C -2.48844 0.65749 1.51460
C 1.02537 0.65987 0.00977
C 2.25594 -0.28607 -0.11817
H 0.81118 -1.70101 2.60004
H -0.65234 -1.18090 3.22646
H 0.79895 -0.58173 4.02778
H -0.20897 1.22994 2.79218
H 1.47328 1.08378 2.33866
H -1.17536 2.02650 0.35970
H -1.62109 0.58720 -0.37595
H -2.37426 -0.33352 1.95389
H -2.60343 1.46709 2.23532
H -3.44724 0.77057 1.00864
H 1.34026 1.67413 0.25519
H 0.58004 0.75051 -0.98097
H 2.93936 -0.04185 -0.93142
H 1.94638 -1.31702 -0.28968
H 2.93337 -0.29120 0.73574
*
```

Atom charges from the Löwdin analysis, given in e for atoms 1 to 99: 0.0088 -0.1709 -0.0905 -0.1372 -0.1349 0.1404 0.0944 0.0910 0.0793 0.0984 0.0071 -0.1648 -0.1165 -0.1443 -0.1318 0.1031 0.0928 0.0799 0.0735 0.0740 0.0338 -0.2448 -0.1445 -0.1577 -0.1740 0.1112 0.0618 0.0763 0.0808 0.0829 -0.0093 -0.1644 -0.1312 -0.1274 -0.2125 0.1199 0.0844 0.0800 0.0904 0.1111 0.0395 -0.1152 -0.1398 -0.1520 -0.1262 0.0729 0.0891 0.0903 0.0859 0.0723 -0.0139 -0.1158 -0.1256 -0.1673 -0.1829 0.1355 0.0882 0.0721 0.0743 0.1033 -0.0118 -0.1719 -0.0997 -0.1413 -0.1871 0.1319 0.1004 0.0947 0.0828 0.1063 -0.0204 -0.1143 -0.1186 -0.1066 -0.1503 0.1261 0.0983 0.0745 0.0806 0.0978 -0.0600 -0.2086 -0.2387 -0.2283 -0.0799 -0.2529 -0.0621 0.0424 0.0423 0.0514 0.0968 0.1059 0.1004 0.0837 0.0671 0.0486 0.0592 0.0969 0.0965